Molecular formula: C7H6Br2NO5
Method: DFT, the ωB97M-V functional and the def2-TZVPD basis

Highest occupied orbital energy (spin up / spin down) in eV: -5.045 / -5.046
E in eV: -159171.2327
LUMO (spin up / spin down) in hartree: 0.085 / 0.085
Maximum force in eV/Å: 4.68
Orbital gap (spin up / spin down) in eV: 7.363 / 7.365
Relative energy (zero: lowest compared OMol25 entry of this formula, charge and spin) in kJ/mol: 0.06
Molar mass in g/mol: 343.9

ORCA input file:
```
! RIJCOSX wB97M-V def2-TZVPD def2/J DEFGRID3
* xyz -1 1
C 2.31320 -0.46239 0.95570
C 2.66719 -0.07415 -0.25556
C 0.88851 -0.27406 1.11537
C 1.53328 0.60563 -0.83098
C -1.62030 1.47345 -0.80313
C -1.75998 -0.83232 -0.40321
C -0.98356 0.23740 -0.40816
N 0.40570 0.33566 -0.04655
O -0.85618 2.41079 -1.31421
O -2.82354 1.65079 -0.70873
O 0.10261 -0.55334 1.99361
O 1.54426 1.33287 -1.85663
O -1.59398 -2.11016 -0.04503
Br 1.84920 -2.05522 -1.78077
Br -3.15353 0.25828 2.82238
H 2.92407 -1.14111 1.61307
H 3.66059 -0.06524 -0.52775
H -2.73995 -0.64309 -0.82055
H -1.84072 0.05680 2.65224
H 0.13991 2.16848 -1.36382
H -0.65678 -2.31908 0.01273
*
```